Model 1:
DFT (ωB97M-V/def2-TZVPD) results for an isolated molecule of C3H6O3.

Cartesian coordinates (Å):
O1 1.263 -1.502 0.272
O2 -0.534 2.087 1.303
O3 -0.471 -1.599 -1.134
C1 -0.893 1.117 0.329
C2 0.328 0.547 -0.424
C3 0.312 -0.940 -0.504
H1 0.254 0.963 -1.438
H2 -1.293 0.327 0.970
H3 -0.372 2.947 0.911
H4 1.244 1.040 -0.106
H5 1.127 -2.443 0.246
H6 -1.706 1.425 -0.326

Model 2:
DFT (ωB97M-V/def2-TZVPD) results for an isolated molecule of C3H6O3.

Cartesian coordinates (Å):
O1 -1.538 -1.317 0.946
O2 0.879 -1.174 0.505
O3 0.346 0.631 -1.977
C1 -1.013 -0.073 0.954
C2 0.923 0.832 -0.690
C3 0.304 -0.216 0.226
H1 1.935 0.583 -0.743
H2 -0.739 -1.813 0.997
H3 0.673 1.872 -0.508
H4 0.631 -0.235 -2.224
H5 -1.661 0.729 0.550
H6 -0.738 0.181 1.964

Model 3:
DFT (ωB97M-V/def2-TZVPD) results for an isolated molecule of C3H6O3.

Cartesian coordinates (Å):
O1 -1.461 1.758 0.012
O2 2.003 0.938 -0.490
O3 -2.319 -0.516 -0.527
C1 -0.007 -0.382 0.573
C2 1.358 -0.410 -0.260
C3 -1.197 0.553 -0.029
H1 2.354 -1.091 -0.063
H2 1.785 1.520 0.378
H3 0.008 -0.014 1.713
H4 -3.026 0.040 -0.761
H5 -0.300 -1.562 0.801
H6 0.802 -0.833 -1.348

Model 4:
DFT (ωB97M-V/def2-TZVPD) results for a structure of composition C3H6O3.

Cartesian coordinates (Å):
O1 0.134 -1.095 -0.965
O2 -0.783 -1.202 1.208
O3 -0.938 1.326 0.751
C1 0.318 -0.706 0.872
C2 0.254 0.738 0.343
C3 0.306 0.315 -1.121
H1 1.091 1.367 0.640
H2 -0.867 -1.251 -0.492
H3 1.256 0.451 -1.619
H4 1.248 -1.146 1.245
H5 -1.504 0.593 1.061
H6 -0.472 0.722 -1.742

Referenced to the most stable arrangement, the calculated values in kJ/mol are model 1 0.0; model 2 146.2; model 3 307.4; model 4 226.9.

Model 1:
DFT (ωB97M-V/def2-TZVPD) results for a cluster of 2 separate species, C3H6O3 in total.

Cartesian coordinates (Å):
O1 -0.887 2.034 0.464
O2 1.814 -1.422 1.138
O3 -0.859 -0.859 -1.036
C1 0.285 -0.906 -0.644
C2 0.737 -0.589 0.766
C3 -1.388 1.860 -0.620
H1 1.114 -1.192 -1.325
H2 1.457 -2.296 1.338
H3 -0.121 -0.636 1.449
H4 -2.386 1.404 -0.748
H5 1.104 0.445 0.774
H6 -0.872 2.155 -1.557

Model 2:
DFT (ωB97M-V/def2-TZVPD) results for a cluster of 2 separate species, C3H6O3 in total.

Cartesian coordinates (Å):
O1 -1.905 0.679 0.730
O2 -1.142 0.380 2.827
O3 0.602 -1.068 -0.059
C1 0.958 -0.726 -1.344
C2 1.880 0.177 -1.632
C3 -1.971 0.215 1.977
H1 0.325 -1.182 -2.092
H2 2.459 0.783 -0.953
H3 -0.995 0.886 0.483
H4 0.697 -0.301 0.517
H5 -2.967 -0.159 2.237
H6 2.060 0.317 -2.691

Referenced to the most stable arrangement, the calculated values in kJ/mol are model 1 58.1; model 2 0.0.

Model 1:
DFT (ωB97M-V/def2-TZVPD) results for an isolated molecule of C3H6O3.

Cartesian coordinates (Å):
O1 1.533 -1.203 -1.325
O2 1.687 0.717 -0.173
O3 -2.517 0.577 1.067
C1 -1.051 0.617 0.896
C2 -0.429 -0.478 -0.101
C3 1.062 -0.406 -0.557
H1 -2.851 -0.241 1.036
H2 -0.394 -1.444 0.357
H3 -0.715 1.651 0.620
H4 -0.905 -0.600 -1.058
H5 2.381 0.959 -0.850
H6 -0.625 0.542 1.908

Model 2:
DFT (ωB97M-V/def2-TZVPD) results for a cluster of 2 separate species, C3H6O3 in total.

Cartesian coordinates (Å):
O1 1.402 1.944 -2.115
O2 -0.173 0.983 0.111
O3 -0.481 0.788 -2.861
C1 0.446 1.368 -2.459
C2 -0.495 -0.395 0.230
C3 -0.042 -0.979 1.558
H1 -1.583 -0.450 0.133
H2 -0.067 -0.969 -0.607
H3 -0.469 -0.411 2.390
H4 -0.353 -2.025 1.651
H5 0.763 1.093 0.325
H6 1.051 -0.949 1.645

Model 3:
DFT (ωB97M-V/def2-TZVPD) results for a cluster of 2 separate species, C3H6O3 in total.

Cartesian coordinates (Å):
O1 -0.342 -1.019 1.744
O2 1.142 -0.309 -1.310
O3 -2.523 -0.144 0.071
C1 0.312 0.167 -0.197
C2 1.345 0.976 -0.787
C3 0.541 -0.676 0.985
H1 1.588 -1.005 1.098
H2 -2.561 -0.955 -0.450
H3 -2.036 -0.477 0.844
H4 -0.685 0.526 -0.391
H5 2.239 1.116 -0.212
H6 0.980 1.800 -1.397

Model 4:
DFT (ωB97M-V/def2-TZVPD) results for an isolated molecule of C3H6O3.

Cartesian coordinates (Å):
O1 -1.073 -0.744 1.894
O2 -0.746 -0.314 -1.632
O3 0.429 0.475 0.111
C1 -0.418 -0.353 -0.469
C2 1.145 1.411 -0.747
C3 -0.964 -1.291 0.607
H1 1.774 1.925 -0.052
H2 1.828 0.806 -1.369
H3 -0.267 -0.165 2.041
H4 0.497 2.071 -1.326
H5 -1.956 -1.627 0.320
H6 -0.249 -2.194 0.621

Referenced to the most stable arrangement, the calculated values in kJ/mol are model 1 121.9; model 2 0.0; model 3 248.6; model 4 99.6.

Model 1:
DFT (ωB97M-V/def2-TZVPD) results for a cluster of 2 separate species, C4H13NO2 in total.

Cartesian coordinates (Å):
O1 2.583 -0.020 -0.492
O2 -0.947 0.184 -3.006
N1 0.179 -0.138 -0.575
C1 1.304 0.698 -0.441
C2 -0.441 -0.476 0.652
C3 0.542 -0.843 1.869
C4 -1.610 0.474 0.862
H1 1.512 -0.435 1.710
H2 1.477 1.471 -1.198
H3 0.660 -1.954 1.878
H4 -2.038 1.076 -0.057
H5 0.302 -0.940 -1.212
H6 -2.384 -0.130 1.302
H7 1.190 1.123 0.509
H8 -1.371 0.377 -2.140
H9 -1.587 1.213 1.626
H10 -1.685 -0.073 -3.616
H11 3.135 0.549 -0.905
H12 -0.028 -0.692 2.795
H13 -0.793 -1.465 0.438

## Properties
* total charge: -1
* spin multiplicity: 2
* ⟨S²⟩: 0.750

Model 2:
DFT (ωB97M-V/def2-TZVPD) results for a cluster of 3 separate species, C4H13NO2 in total.

Cartesian coordinates (Å):
O1 3.944 5.166 -2.319
O2 2.209 3.476 -0.754
N1 -0.293 -1.744 1.236
C1 -1.497 -3.929 0.918
C2 -2.662 -1.664 0.582
C3 -1.485 -2.575 0.870
C4 -0.024 -0.544 0.393
H1 0.006 -0.795 -0.677
H2 -0.604 0.449 0.508
H3 -0.738 -4.639 0.979
H4 -3.670 -2.043 0.834
H5 2.299 4.447 -0.725
H6 3.876 4.555 -1.561
H7 -2.779 -1.441 -0.465
H8 -2.414 -4.403 0.569
H9 4.062 4.634 -3.129
H10 -2.632 -0.747 1.181
H11 0.932 -0.200 0.852
H12 -0.291 -1.285 2.217
H13 1.762 3.280 -1.508

## Properties
* total charge: -1
* spin multiplicity: 2
* ⟨S²⟩: 0.750

Referenced to the most stable arrangement, the calculated values in kJ/mol are model 1 0.0; model 2 32.3.

Model 1:
DFT (ωB97M-V/def2-TZVPD) results for an isolated molecule of C2H4N2O.

Cartesian coordinates (Å):
O1 -2.003 0.107 -0.033
N1 0.408 1.005 -0.015
N2 1.297 -0.132 0.049
C1 -0.694 -0.155 -0.175
C2 0.302 -1.068 -0.111
H1 0.277 1.245 0.957
H2 2.083 0.019 -0.447
H3 0.479 -2.067 0.003
H4 -2.149 1.045 -0.227

Model 2:
DFT (ωB97M-V/def2-TZVPD) results for a structure of composition C2H4N2O.

Cartesian coordinates (Å):
O1 1.895 0.485 0.058
N1 -0.315 0.429 0.718
N2 0.174 0.569 -1.882
C1 -0.700 -0.425 1.557
C2 0.726 0.400 -0.087
H1 -1.502 -0.159 2.229
H2 -0.267 -1.419 1.640
H3 0.771 -0.102 -2.354
H4 -0.780 0.221 -1.880

Referenced to the most stable arrangement, the calculated values in kJ/mol are model 1 154.5; model 2 0.0.

Model 1:
DFT (ωB97M-V/def2-TZVPD) results for a cluster of 9 separate species, H16O7S in total.

Cartesian coordinates (Å):
S1 -0.568 -1.657 -1.324
O1 0.355 -1.534 2.064
O2 -0.653 1.016 1.896
O3 1.390 0.252 -2.841
O4 2.879 -1.230 -0.409
O5 -0.095 2.961 -1.482
O6 1.191 1.708 0.444
O7 -2.529 0.674 -0.013
H1 2.739 -1.855 0.322
H2 1.183 1.189 -2.573
H3 -2.007 0.727 0.856
H4 -0.224 3.901 -1.301
H5 -2.013 0.142 -0.564
H6 1.581 0.923 0.116
H7 -2.691 -3.060 2.119
H8 0.179 2.516 -0.634
H9 0.572 -0.177 -2.760
H10 0.432 1.416 1.182
H11 -2.025 -3.332 2.150
H12 0.092 -0.614 2.046
H13 -1.372 -2.542 -1.940
H14 2.171 -1.378 -1.058
H15 0.205 -1.747 1.133
H16 -0.789 1.703 2.572

Model 2:
DFT (ωB97M-V/def2-TZVPD) results for a cluster of 8 separate species, H16O7S in total.

Cartesian coordinates (Å):
S1 -3.643 -0.439 0.099
O1 -0.657 -0.859 -1.855
O2 -1.107 0.614 1.865
O3 2.002 -0.218 -1.734
O4 -0.192 -1.668 0.598
O5 -0.824 1.609 -0.633
O6 2.429 -1.060 1.029
O7 1.882 1.483 0.326
H1 0.778 -1.625 0.797
H2 -0.757 0.769 -1.149
H3 -3.684 0.935 0.050
H4 1.108 -0.410 -1.940
H5 -0.586 -1.317 -0.981
H6 2.310 -0.077 0.971
H7 -1.088 2.283 -1.251
H8 2.248 -0.915 -1.119
H9 -0.509 -0.958 1.183
H10 -3.024 -0.504 1.254
H11 0.912 1.734 0.301
H12 3.145 -1.151 1.810
H13 -1.203 -1.452 -2.384
H14 -1.070 1.106 1.019
H15 2.013 1.067 -0.630
H16 -0.484 1.052 2.373

Referenced to the most stable arrangement, the calculated values in kJ/mol are model 1 868.0; model 2 0.0.

Model 1:
DFT (ωB97M-V/def2-TZVPD) results for a cluster of 2 separate species, C11H15N in total.

Cartesian coordinates (Å):
N1 0.242 1.622 -0.880
C1 1.883 -0.953 1.854
C2 0.383 0.807 1.211
C3 0.982 0.817 -0.055
C4 -1.587 -1.887 -1.927
C5 2.072 0.010 -0.363
C6 2.470 -0.919 0.575
C7 -0.159 -1.690 -2.447
C8 -0.789 2.174 -0.137
C9 0.856 -0.093 2.179
C10 -0.794 1.636 1.103
C11 -1.804 1.949 2.177
H1 0.584 1.976 -1.756
H2 3.397 -1.455 0.403
H3 -2.016 1.045 2.760
H4 -0.102 -0.895 -3.181
H5 -1.893 -1.131 -1.207
H6 2.669 0.152 -1.256
H7 0.429 -0.123 3.176
H8 -2.333 -1.839 -2.730
H9 -1.379 2.617 2.921
H10 -1.657 -2.889 -1.503
H11 2.090 -1.739 2.574
H12 0.155 -2.621 -2.939
H13 -1.510 2.807 -0.627
H14 -2.730 2.245 1.694
H15 0.542 -1.623 -1.618

Model 2:
DFT (ωB97M-V/def2-TZVPD) results for a cluster of 2 separate species, C11H15N in total.

Cartesian coordinates (Å):
N1 -0.120 -1.944 1.372
C1 -2.029 -0.239 -1.912
C2 2.433 -0.006 -0.549
C3 -2.305 -1.523 0.234
C4 -0.686 -0.083 -1.638
C5 -2.796 -0.963 -0.977
C6 -0.110 -0.636 -0.497
C7 1.188 -1.533 1.095
C8 1.260 -0.769 -0.071
C9 1.719 3.626 1.607
C10 1.012 3.363 0.247
C11 -0.932 -1.364 0.392
H1 1.247 2.305 -0.051
H2 3.287 -0.696 -0.538
H3 0.979 4.051 2.313
H4 -0.068 3.429 0.487
H5 2.567 4.331 1.489
H6 -0.020 0.653 -2.141
H7 -3.031 -2.032 0.865
H8 2.013 -1.830 1.693
H9 1.212 4.045 -0.566
H10 -2.449 0.143 -2.832
H11 -3.854 -1.149 -1.028
H12 2.411 0.467 -1.507
H13 -0.538 -2.318 2.192
H14 2.111 2.660 1.959
H15 2.781 0.798 0.147

Model 3:
DFT (ωB97M-V/def2-TZVPD) results for a cluster of 2 separate species, C11H15N in total.

Cartesian coordinates (Å):
N1 -1.593 -0.394 -1.498
C1 -0.192 2.237 0.706
C2 0.495 0.459 -1.221
C3 1.495 1.255 -0.680
C4 -0.858 0.606 -0.862
C5 1.812 -1.193 -2.763
C6 -0.723 -1.026 -2.396
C7 -0.792 -0.752 3.517
C8 0.551 -0.630 -2.185
C9 -1.204 1.458 0.175
C10 -0.601 -1.063 2.051
C11 1.139 2.167 0.310
H1 1.960 2.753 0.699
H2 -0.411 3.043 1.392
H3 -0.004 -1.115 4.183
H4 0.237 -0.534 1.594
H5 -0.822 0.317 3.732
H6 -2.232 1.590 0.486
H7 -0.510 -2.139 1.881
H8 -2.511 -0.116 -1.809
H9 -1.030 -1.892 -2.959
H10 1.676 -1.298 -3.839
H11 -1.693 -1.252 3.879
H12 2.076 -2.165 -2.336
H13 -1.454 -0.775 1.438
H14 2.501 1.054 -0.973
H15 2.689 -0.596 -2.526

Referenced to the most stable arrangement, the calculated values in kJ/mol are model 1 0.0; model 2 56.6; model 3 8.0.

Model 1:
DFT (ωB97M-V/def2-TZVPD) results for a structure of composition C10H30CuO10.

Cartesian coordinates (Å):
Cu1 -21.257 -2.266 -3.778
O1 -23.845 -0.891 -7.253
O2 -21.150 -1.109 -5.827
O3 -21.091 -2.979 -1.402
O4 -23.305 -3.210 -4.805
O5 -21.711 2.761 -1.432
O6 -24.820 -1.979 -2.586
O7 -19.226 -1.712 -3.137
O8 -20.533 -4.472 -4.116
O9 -22.275 -0.481 -2.815
O10 -22.820 -6.436 -3.875
C1 -20.608 -5.627 -3.281
C2 -22.310 0.514 -1.802
C3 -25.379 -2.404 -3.828
C4 -24.646 -3.579 -4.396
C5 -21.331 1.609 -2.168
C6 -19.891 -2.299 -0.955
C7 -21.737 0.070 -6.432
C8 -22.032 -5.880 -2.848
C9 -18.816 -2.451 -1.991
C10 -23.252 0.060 -6.407
H1 -21.307 -1.903 -6.346
H2 -21.475 -3.468 -0.668
H3 -23.311 0.948 -1.753
H4 -22.072 -6.576 -2.010
H5 -26.431 -2.653 -3.667
H6 -20.300 1.317 -1.930
H7 -22.915 -5.774 -4.566
H8 -21.386 0.129 -7.465
H9 -20.275 -6.521 -3.812
H10 -25.347 -1.551 -4.503
H11 -23.594 -0.056 -5.370
H12 -19.562 -2.689 0.007
H13 -23.589 1.052 -6.720
H14 -18.695 -3.500 -2.276
H15 -18.470 -1.504 -3.694
H16 -22.055 0.097 -0.822
H17 -17.877 -2.067 -1.587
H18 -21.211 3.518 -1.750
H19 -23.345 -1.711 -7.226
H20 -19.973 -5.489 -2.403
H21 -22.484 -4.947 -2.476
H22 -24.601 -4.369 -3.638
H23 -21.388 1.771 -3.252
H24 -23.112 -0.982 -2.740
H25 -24.998 -2.631 -1.901
H26 -20.142 -4.708 -4.961
H27 -23.117 -3.765 -5.568
H28 -21.365 0.900 -5.840
H29 -25.189 -3.960 -5.262
H30 -20.120 -1.236 -0.820

## Properties
* total charge: +1

Model 2:
DFT (ωB97M-V/def2-TZVPD) results for a structure of composition C10H30CuO10.

Cartesian coordinates (Å):
Cu1 -0.182 0.318 0.472
O1 -1.936 1.715 1.717
O2 -1.990 -1.286 1.959
O3 1.473 0.849 2.260
O4 4.004 2.160 1.711
O5 2.374 -2.955 -2.776
O6 1.474 -1.277 -0.419
O7 1.859 4.401 -1.807
O8 -1.949 -0.603 -0.940
O9 0.830 1.561 -1.262
O10 -4.344 -2.176 -2.272
C1 -2.100 -1.915 -1.471
C2 0.709 3.998 -0.990
C3 0.008 2.671 -1.329
C4 1.441 -2.682 -0.484
C5 1.296 -3.141 -1.959
C6 2.707 0.175 2.084
C7 -2.259 0.932 2.907
C8 -2.905 -0.400 2.557
C9 -3.458 -2.527 -1.198
C10 3.493 0.990 1.069
H1 -0.338 2.811 -2.353
H2 -0.807 2.625 -0.606
H3 -3.844 -0.265 2.019
H4 3.172 0.186 3.070
H5 2.907 1.312 0.208
H6 1.538 1.387 3.052
H7 2.626 -2.032 -2.857
H8 0.053 4.863 -1.094
H9 2.594 -0.831 1.680
H10 1.465 1.587 -1.981
H11 -4.681 -1.280 -2.195
H12 -3.279 -0.970 3.407
H13 2.388 -2.977 -0.032
H14 4.076 2.795 0.995
H15 -2.928 1.589 3.462
H16 0.575 -2.482 -2.440
H17 -3.841 -2.277 -0.209
H18 -1.992 0.060 -1.633
H19 -1.868 -1.972 -2.534
H20 -2.295 -2.182 1.804
H21 0.602 -3.189 -0.008
H22 -1.276 -2.414 -0.960
H23 1.134 3.985 0.013
H24 4.349 0.421 0.705
H25 2.021 -0.923 -1.123
H26 -1.632 2.604 1.915
H27 -1.246 0.857 3.302
H28 -3.291 -3.603 -1.141
H29 2.280 3.695 -2.303
H30 0.995 -4.188 -1.988

## Properties
* total charge: +1

Referenced to the most stable arrangement, the calculated values in kJ/mol are model 1 0.0; model 2 220.4.